# 1
Below is a single C2H5NS2 molecule at a distorted geometry, with properties calculated with the ωB97M-V functional and the def2-TZVPD basis.

```
! RIJCOSX wB97M-V def2-TZVPD def2/J DEFGRID3
* xyz 0 1
C 0.52217 1.14380 -0.08203
N -0.35179 -1.19334 0.07875
H -0.52607 1.33007 -0.20118
H 0.87342 1.54401 0.82610
H 0.96618 1.74532 -0.90688
H -2.44234 -0.53814 0.96588
S 2.34401 -0.89027 -0.14839
C 0.77411 -0.29305 -0.07504
H -0.20615 -2.22629 -0.21410
S -1.95354 -0.62212 -0.24311
*
```

Computed properties:
* energy: -930.295000 a.u.
* SMILES: CC(=S)NS
* energy relative to the best compared isomer or geometry (same formula, charge and spin): 1.210 eV

# 2
Below is a single C2H5NS2 molecule at a distorted geometry, with properties calculated with the ωB97M-V functional and the def2-TZVPD basis.

```
! RIJCOSX wB97M-V def2-TZVPD def2/J DEFGRID3
* xyz 0 1
H -0.15953 0.49287 1.52181
H -0.43246 -1.53400 -1.47614
H 2.14650 -1.79360 -0.16051
C 0.20323 -0.58300 -1.66036
S 1.93396 -0.27159 0.38433
C -0.49382 0.37829 0.55812
H 1.05991 -0.76233 -2.08604
N 0.36644 -0.15757 -0.27717
S -2.10248 0.63966 0.43010
H -0.73969 0.03923 -2.27623
*
```

Computed properties:
* energy: -930.224303 a.u.
* SMILES: CN(S)C=S
* energy relative to the best compared isomer or geometry (same formula, charge and spin): 3.133 eV

# 3
Below is 2 unconnected molecules or ions with the total composition C2H5NS2 at a distorted geometry, with properties calculated with the ωB97M-V functional and the def2-TZVPD basis.

```
! RIJCOSX wB97M-V def2-TZVPD def2/J DEFGRID3
* xyz 0 1
S -3.56348 0.13086 1.11083
H 2.18182 -1.03599 1.37265
N 1.50746 -0.31773 -0.29509
S -0.71435 0.69094 -1.14656
C 0.87233 0.06849 -1.31651
H 1.34968 0.00489 -2.27254
H -2.75846 -0.98078 0.83681
H -3.46824 0.55928 -0.19167
C 2.15330 -0.04170 0.77430
H 2.43993 0.92173 1.12777
*
```

Computed properties:
* energy: -930.245533 a.u.
* SMILES: C=NC=S.S
* energy relative to the best compared isomer or geometry (same formula, charge and spin): 2.556 eV

# 4
Below is a molecular structure, C2H5NS3 at a distorted geometry, with properties calculated with the ωB97M-V functional and the def2-TZVPD basis.

```
! RIJCOSX wB97M-V def2-TZVPD def2/J DEFGRID3
* xyz 0 1
H 1.42052 -2.32264 0.68710
S 1.29768 1.01820 -1.35594
H -2.36261 1.62031 -0.55434
S 0.27704 0.00941 1.86680
H 1.51695 2.36159 -1.39765
N -0.30627 -1.22644 0.90061
S -1.18185 2.15534 -0.83930
H -0.67121 0.83580 1.28482
H -0.12272 -2.97434 -0.14815
C 0.38458 -2.20702 0.46656
C -0.25211 0.72979 -0.91051
*
```

Computed properties:
* energy: -1328.370731 a.u.
* energy relative to the best compared isomer or geometry (same formula, charge and spin): 3.452 eV

# 5
Below is 2 unconnected molecules or ions with the total composition C2H5O, with properties calculated with the ωB97M-V functional and the def2-TZVPD basis.

```
! RIJCOSX wB97M-V def2-TZVPD def2/J DEFGRID3
* xyz -1 1
H -0.80948 -1.80994 3.31237
C -0.24823 -1.95515 2.39283
H -0.68082 -0.01688 1.75549
H 0.29047 4.35026 -5.56374
H 0.25555 -2.90102 2.27096
H 0.92312 4.27039 -5.92337
C -0.16316 -0.96062 1.43561
O 0.43255 -0.97704 0.31986
*
```

Computed properties:
* energy: -154.395573 a.u.
* energy relative to the best compared isomer or geometry (same formula, charge and spin): 0.477 eV

# 6
Below is 2 unconnected molecules or ions with the total composition C2H5O at a distorted geometry, with properties calculated with the ωB97M-V functional and the def2-TZVPD basis.

```
! RIJCOSX wB97M-V def2-TZVPD def2/J DEFGRID3
* xyz -1 1
H -0.24781 -0.18003 0.09117
H 0.99292 -1.44992 1.76049
O -1.93513 0.55196 -1.20518
H 2.45603 -0.42508 1.46094
H -2.54902 1.27878 -1.05223
H 1.50400 0.55940 -0.46335
C 0.82784 -0.01020 0.16637
C 1.43862 -0.68306 1.14134
*
```

Computed properties:
* energy: -154.374487 a.u.
* energy relative to the best compared isomer or geometry (same formula, charge and spin): 1.051 eV

# 7
Below is 2 unconnected molecules or ions with the total composition C2H5O2S at a distorted geometry, with properties calculated with the ωB97M-V functional and the def2-TZVPD basis.

```
! RIJCOSX wB97M-V def2-TZVPD def2/J DEFGRID3
* xyz -1 1
S -1.20976 0.48086 1.44992
C 0.32695 1.31651 0.99092
O -1.20016 -1.46514 -0.87390
C -0.02610 -1.42930 -1.34076
H 0.48284 -2.41997 -1.40965
H 0.16276 1.46606 -0.06951
H 0.72504 2.25212 1.39467
O 0.59834 -0.43981 -1.75537
H -1.08064 -0.45531 0.49275
H 1.22073 0.69399 1.12093
*
```

Computed properties:
* energy: -627.913796 a.u.
* energy relative to the best compared isomer or geometry (same formula, charge and spin): 0.735 eV

# 8
Below is 2 unconnected molecules or ions with the total composition C2H5O3 at a distorted geometry, with properties calculated with the ωB97M-V functional and the def2-TZVPD basis.

```
! RIJCOSX wB97M-V def2-TZVPD def2/J DEFGRID3
* xyz -1 1
H -0.02909 -1.75560 0.64107
H 0.13624 1.10161 -2.26658
C -0.03235 -1.07370 1.50801
H 0.28129 0.59172 -3.73070
O -0.19453 1.34132 1.89735
O 0.34727 1.40380 -3.17894
C -0.22382 0.37800 1.06678
H 0.92765 -1.17776 2.04108
O -0.36570 0.56428 -0.16660
H -0.84694 -1.37368 2.18850
*
```

Computed properties:
* energy: -304.992067 a.u.
* energy relative to the best compared isomer or geometry (same formula, charge and spin): 0.420 eV